(1)
ORCA calculation (ωB97M-V with the def2-TZVPD basis set) on a cluster of 3 separate species, C4H11NO2 in total at a distorted geometry.

Results
Gap between HOMO and LUMO ... 8.42 eV
2S+1 ... 1
Energy relative to the best compared isomer or geometry (same formula, charge and spin) ... 634.71 kJ/mol
E_LUMO ... -0.276 eV

The geometry in XYZ format:
```
18
Properties=species:S:1:pos:R:3:mulliken_charge:R:1
C -1.493 -0.094 -0.438 -0.312
C 0.250 1.477 -0.712 -0.691
O -2.446 0.416 -1.354 -0.520
N -0.149 0.189 -0.935 -0.302
H -2.244 0.044 -2.223 0.339
H -1.707 0.400 0.516 0.311
H -1.597 -1.177 -0.318 0.334
H -0.553 2.213 -0.595 0.387
H 1.073 1.801 -1.347 0.313
C 0.816 -0.215 1.865 -0.395
C 1.098 -1.333 -0.131 -1.077
O 0.796 1.040 1.764 -0.507
H 0.626 1.483 0.452 0.278
H 1.763 -0.705 2.104 0.380
H -0.108 -0.760 2.094 0.347
H 0.667 -1.780 -1.014 0.425
H 1.149 -2.122 0.615 0.363
H 2.060 -0.876 -0.342 0.327
```


(2)
ORCA calculation (ωB97M-V with the def2-TZVPD basis set) on a structure of composition C50H43F2MnN4O3Te.

Results
<S²> ... 6.108
Gap between HOMO and LUMO (spin up / spin down) ... 5.38 / 5.40 eV
2S+1 ... 5
Energy relative to the best compared isomer or geometry (same formula, charge and spin) ... 350.72 kJ/mol
E_LUMO (spin up / spin down) ... 4.130 / 4.130 eV
Total charge ... -2

The geometry in XYZ format:
```
104
Properties=species:S:1:pos:R:3:lowdin_spin:R:1
Mn 0.448 -0.365 -0.092 3.856
O -1.377 -0.973 -0.096 0.042
C -2.186 -1.300 0.867 0.007
C -3.168 -2.293 0.667 0.002
C -4.071 -2.616 1.660 0.002
C -4.043 -1.958 2.894 0.002
C -3.073 -0.998 3.108 0.002
C -2.130 -0.667 2.132 0.002
C -1.127 0.331 2.456 0.011
N -0.129 0.694 1.737 0.008
N 0.676 1.638 2.347 0.001
C 1.348 2.442 1.546 -0.001
O 1.697 1.719 -0.803 0.007
C 2.387 3.283 1.925 0.001
C 1.866 3.962 -0.281 0.001
C 3.561 5.304 1.098 0.001
C 3.930 5.550 2.367 0.000
C 3.682 4.620 3.455 0.001
C 2.864 3.552 3.227 0.000
H -3.168 -2.802 -0.290 0.000
H -4.800 -3.399 1.482 0.000
H -4.755 -2.205 3.671 0.000
H -3.019 -0.489 4.067 0.000
H -1.217 0.831 3.420 0.000
H 2.178 3.946 -1.323 0.000
H 3.690 6.050 0.318 0.000
H 4.392 6.505 2.604 0.000
H 4.036 4.852 4.452 0.000
H 2.506 2.931 4.044 0.000
F 5.611 1.361 -0.328 -0.001
C 4.353 1.794 0.043 0.000
C 3.475 0.640 0.236 0.019
C 2.207 0.570 -0.140 -0.078
C 1.078 2.679 0.040 0.000
C 3.034 3.936 0.718 0.002
F 1.091 5.119 -0.101 0.000
C 4.211 3.110 0.156 0.011
C -0.420 2.696 -0.253 0.004
C -1.276 3.623 0.336 0.001
C -2.627 3.532 0.075 0.001
C -3.091 2.526 -0.763 0.001
C -2.170 1.637 -1.284 0.003
N -0.864 1.714 -1.030 0.019
H 3.945 -0.240 0.656 0.001
H 5.096 3.691 -0.093 0.001
H -0.872 4.378 0.996 0.000
H -3.319 4.230 0.532 0.000
H -4.143 2.416 -0.992 0.000
H -2.481 0.807 -1.909 0.000
C 1.590 -6.525 7.396 0.000
C 1.502 -5.748 6.104 0.000
C 2.348 -6.022 5.036 0.000
C 2.271 -5.315 3.835 0.001
C 3.224 -5.702 2.725 0.001
C 1.326 -4.281 3.672 0.002
Te 1.089 -3.269 1.661 0.017
N 1.048 -2.055 -0.575 -0.041
C 0.602 -2.844 -1.544 0.026
O 0.507 -4.087 -1.517 0.028
C 0.180 -2.192 -2.883 0.004
C -0.386 -3.010 -3.858 0.002
C -0.787 -2.496 -5.086 0.000
C -0.626 -1.143 -5.365 0.003
C -0.057 -0.318 -4.406 0.002
C 0.345 -0.841 -3.182 0.014
C 3.071 -2.502 1.833 0.001
C 3.421 -1.586 2.847 0.000
C 2.431 -1.022 3.835 0.000
C 4.738 -1.133 2.930 0.000
C 5.717 -1.542 2.039 0.000
C 7.117 -0.984 2.106 0.000
C 5.354 -2.428 1.037 0.000
C 4.051 -2.909 0.906 0.000
C 3.767 -3.809 -0.271 0.001
C 0.458 -4.018 4.749 0.000
C -0.617 -2.951 4.687 0.000
C 0.560 -4.744 5.938 0.000
H 2.386 -7.271 7.349 0.000
H 0.652 -7.045 7.609 0.000
H 1.796 -5.865 8.243 0.000
H 3.087 -6.815 5.139 0.000
H 3.748 -6.630 2.969 0.000
H 3.969 -4.919 2.556 0.000
H 2.686 -5.831 1.783 0.001
H -0.504 -4.058 -3.616 0.000
H -1.228 -3.153 -5.829 0.000
H -0.931 -0.738 -6.323 0.000
H 0.086 0.738 -4.610 0.000
H 0.816 -0.182 -2.470 0.007
H 1.523 -0.691 3.325 0.000
H 2.862 -0.163 4.353 0.000
H 2.144 -1.773 4.571 0.000
H 4.990 -0.406 3.698 0.000
H 7.302 -0.504 3.067 0.000
H 7.266 -0.236 1.323 0.000
H 7.863 -1.770 1.962 0.000
H 6.099 -2.741 0.308 0.000
H 4.626 -4.457 -0.472 0.000
H 3.580 -3.196 -1.157 0.001
H 2.876 -4.419 -0.133 0.000
H -0.747 -2.567 3.679 0.000
H -0.363 -2.105 5.334 0.000
H -1.577 -3.349 5.026 0.000
H -0.122 -4.515 6.756 0.000
```


(3)
ORCA calculation (ωB97M-V with the def2-TZVPD basis set) on a cluster of 14 separate species, C36H36Cl52N3O3 in total at a distorted geometry.

Results
Gap between HOMO and LUMO ... 8.64 eV
2S+1 ... 1
Energy relative to the best compared isomer or geometry (same formula, charge and spin) ... 0.00 kJ/mol
E_LUMO ... -2.684 eV
Total charge ... +1

The geometry in XYZ format:
```
130
Properties=species:S:1:pos:R:3:mulliken_charge:R:1
C -2.762 2.655 3.488 0.227
C -2.670 2.438 2.310 -2.102
C -2.386 2.162 0.866 1.924
C -3.695 2.508 0.087 -0.741
C -5.000 1.985 0.734 -0.138
O -5.580 2.702 1.495 -0.429
N -5.580 0.696 0.437 0.181
C -5.761 0.468 -1.008 -0.902
C -4.890 -0.403 1.115 -1.015
C -1.289 3.167 0.444 -2.818
O -0.096 2.775 1.113 -0.500
C 0.387 1.617 0.417 -1.129
C -0.559 0.389 0.445 1.822
C -0.131 -0.704 1.463 -1.780
C 1.357 -1.114 1.381 -1.425
C 1.481 -2.586 1.864 -0.980
C 1.062 -2.728 3.358 -0.964
C -0.052 -3.794 3.576 -0.394
C -1.005 -3.419 4.730 -0.287
C -2.097 -4.516 4.937 -0.800
O -1.887 -5.281 6.109 -0.186
C -2.237 -4.591 7.298 -0.673
C -0.607 -0.175 -0.993 0.208
C -0.229 -1.467 -1.342 -0.377
C -0.306 -1.973 -2.642 -1.126
N -0.766 -1.234 -3.644 -0.206
C -1.119 0.004 -3.326 -0.608
C -1.098 0.606 -2.074 -0.379
N -2.001 0.712 0.795 0.465
H -2.981 2.538 4.532 0.609
H -3.772 3.599 0.043 0.575
H -3.563 2.143 -0.943 0.383
H -5.293 1.253 -1.616 0.334
H -5.440 -0.531 -1.325 0.393
H -6.837 0.530 -1.220 0.339
H -5.612 -1.194 1.357 0.387
H -4.429 -0.107 2.066 0.245
H -4.155 -0.894 0.441 0.343
H -1.182 3.281 -0.643 0.791
H -1.611 4.125 0.851 1.126
H 1.388 1.414 0.802 0.661
H 0.527 1.939 -0.627 0.464
H -0.428 -0.433 2.484 1.023
H -0.733 -1.590 1.195 0.607
H 1.819 -0.957 0.403 0.579
H 1.892 -0.523 2.140 0.572
H 2.537 -2.868 1.819 0.449
H 0.841 -3.211 1.229 0.416
H 0.722 -1.777 3.791 0.495
H 1.917 -3.058 3.961 0.555
H -0.673 -3.869 2.672 0.332
H 0.421 -4.743 3.852 0.299
H -0.445 -3.303 5.666 0.315
H -1.548 -2.490 4.494 0.151
H -2.033 -5.224 4.100 0.286
H -3.095 -4.056 5.006 0.339
H -2.547 -3.553 7.114 0.364
H -3.002 -5.131 7.870 0.279
H -1.345 -4.559 7.937 0.105
H 0.128 -2.146 -0.570 0.228
H 0.011 -2.989 -2.869 0.459
H -1.488 0.628 -4.169 0.508
H -1.431 1.630 -1.927 0.216
H -2.606 0.259 0.103 0.411
H -2.244 0.277 1.688 0.598
C 1.418 6.547 0.100 0.229
Cl 0.426 5.074 0.021 0.020
Cl 0.417 7.894 0.660 -0.106
Cl 2.748 6.286 1.228 -0.064
Cl 2.062 6.917 -1.503 0.016
C 1.896 -1.869 -6.506 0.300
Cl 2.656 -2.561 -5.062 -0.111
Cl 0.515 -2.865 -6.979 -0.092
Cl 1.340 -0.230 -6.151 -0.057
Cl 3.065 -1.821 -7.824 -0.031
C -2.622 0.839 -7.551 0.254
Cl -1.866 0.156 -6.099 -0.051
Cl -3.986 -0.173 -8.033 -0.095
Cl -3.193 2.476 -7.199 -0.119
Cl -1.433 0.895 -8.856 -0.074
C 5.097 9.408 2.078 0.227
Cl 5.878 10.923 2.544 -0.100
Cl 5.265 8.230 3.388 -0.109
Cl 3.382 9.697 1.771 0.002
Cl 5.868 8.774 0.616 -0.025
C 2.538 -2.803 -11.802 0.278
Cl 2.525 -3.239 -13.512 -0.070
Cl 3.880 -1.689 -11.488 -0.074
Cl 1.011 -2.013 -11.380 -0.068
Cl 2.726 -4.263 -10.821 -0.077
C 4.618 7.260 -4.842 0.330
Cl 2.877 7.256 -4.519 -0.113
Cl 5.171 5.588 -5.064 -0.114
Cl 4.943 8.187 -6.307 -0.088
Cl 5.454 8.002 -3.475 -0.016
C -7.763 1.967 4.823 0.279
Cl -6.134 2.354 4.249 -0.031
Cl -8.680 1.221 3.509 -0.093
Cl -7.660 0.841 6.184 -0.101
Cl -8.571 3.448 5.342 -0.090
C 0.174 -6.812 9.974 0.350
Cl -0.878 -8.207 9.718 -0.088
Cl -0.782 -5.458 10.593 -0.102
Cl 1.434 -7.227 11.139 -0.091
Cl 0.923 -6.346 8.436 -0.081
C -0.752 -8.609 4.366 0.145
Cl -2.500 -8.521 4.628 -0.079
Cl -0.288 -10.280 4.014 -0.045
Cl -0.303 -7.563 3.006 -0.050
Cl 0.084 -8.057 5.818 -0.027
C -1.416 -10.468 0.094 0.313
Cl -2.536 -10.833 -1.224 -0.098
Cl -0.501 -11.922 0.509 -0.090
Cl -0.295 -9.197 -0.421 -0.105
Cl -2.322 -9.919 1.507 -0.020
C 1.217 11.470 4.649 0.308
Cl 0.108 12.739 5.177 -0.096
Cl 1.684 10.479 6.037 -0.096
Cl 0.410 10.450 3.445 -0.061
Cl 2.659 12.202 3.938 -0.064
C 7.593 -4.143 -12.035 0.274
Cl 5.847 -4.023 -11.774 0.036
Cl 8.028 -5.822 -12.380 -0.101
Cl 8.054 -3.121 -13.402 -0.100
Cl 8.441 -3.602 -10.581 -0.102
C 9.173 6.153 -2.383 0.269
Cl 7.991 5.705 -3.618 -0.025
Cl 10.133 4.738 -1.936 -0.103
Cl 10.237 7.413 -3.015 -0.092
Cl 8.320 6.762 -0.956 -0.045
```


(4)
ORCA calculation (ωB97M-V with the def2-TZVPD basis set) on a cluster of 2 separate species, C7H16BN3O in total at a distorted geometry.

Results
Gap between HOMO and LUMO (spin up / spin down) ... 6.78 / 6.78 eV
2S+1 ... 1
Energy relative to the best compared isomer or geometry (same formula, charge and spin) ... 534.23 kJ/mol
E_LUMO (spin up / spin down) ... -0.974 / -0.973 eV

The geometry in XYZ format:
```
28
Properties=species:S:1:pos:R:3:mulliken_charge:R:1
B -0.556 0.097 0.051 0.500
C 2.964 0.442 -0.242 0.658
C -2.727 0.770 0.052 -0.791
C -2.713 -0.753 -0.285 -0.656
C 2.227 1.208 -1.327 -1.105
C -1.009 2.567 0.771 -0.891
C -0.924 -2.434 -0.470 -1.066
C 2.649 -1.516 1.240 -0.911
N -1.302 1.202 0.432 -0.128
N -1.253 -1.102 -0.212 -0.027
N 2.204 -0.600 0.238 -0.156
O 4.173 0.673 0.026 -0.682
H -3.145 1.446 -0.662 0.418
H -3.274 1.021 0.893 0.403
H -3.145 -1.499 0.299 0.462
H -3.206 -0.768 -1.227 0.295
H 1.341 1.551 -1.015 0.126
H 1.879 0.604 -2.072 0.400
H 2.921 2.062 -1.648 0.278
H -1.639 3.096 0.037 0.326
H -1.330 2.912 1.905 0.215
H 0.019 2.640 0.745 0.391
H -1.296 -2.668 -1.488 0.378
H 0.181 -2.637 -0.712 0.296
H -1.189 -3.087 0.255 0.405
H 1.778 -2.123 1.227 0.306
H 3.696 -1.989 0.970 0.250
H 2.679 -1.113 2.218 0.306
```


(5)
ORCA calculation (ωB97M-V with the def2-TZVPD basis set) on a cluster of 8 separate species, C24H48O24 in total at a distorted geometry.

Results
SMILES ... COC(=O)OC.COC(=O)OC.COC(=O)OC.COC(=O)OC.COC(=O)OC.COC(=O)OC.COC(=O)OC.COC(=O)OC
Gap between HOMO and LUMO ... 10.83 eV
2S+1 ... 1
Energy relative to the best compared isomer or geometry (same formula, charge and spin) ... 1510.18 kJ/mol
E_LUMO ... 0.582 eV

The geometry in XYZ format:
```
96
Properties=species:S:1:pos:R:3:mulliken_charge:R:1
C -0.579 -5.449 -1.284 -0.650
O -0.834 -4.417 -2.351 -0.099
C -1.909 -4.377 -3.055 0.694
O -2.870 -5.128 -2.960 -0.630
O -1.755 -3.431 -3.950 -0.079
C -2.711 -3.446 -5.033 -0.936
H -1.425 -5.498 -0.744 0.279
H 0.114 -5.177 -0.349 0.084
H -0.368 -6.439 -1.697 0.383
H -3.607 -3.282 -4.571 0.391
H -3.091 -4.475 -5.252 0.323
H -2.457 -3.052 -6.061 0.280
C -2.051 -5.016 5.206 -0.861
O -1.920 -4.569 3.934 -0.205
C -2.951 -4.324 3.154 0.553
O -4.125 -4.135 3.540 -0.595
O -2.550 -4.224 1.817 -0.063
C -3.524 -4.017 0.768 -0.488
H -1.123 -5.176 5.931 0.195
H -2.819 -5.771 5.073 0.342
H -2.550 -4.304 5.675 0.456
H -2.930 -3.621 0.029 -0.025
H -4.143 -3.223 1.043 0.438
H -3.941 -5.082 0.627 0.291
C 2.430 4.932 -0.508 -1.397
O 1.895 6.210 -0.904 -0.382
C 0.722 6.045 -1.510 0.766
O 0.269 4.858 -1.722 -0.426
O -0.070 7.052 -1.829 -0.367
C -1.295 6.817 -2.420 -0.906
H 3.090 5.397 0.143 0.412
H 2.973 4.412 -1.107 1.109
H 1.928 4.159 0.113 0.117
H -1.945 6.160 -2.164 0.405
H -1.264 6.766 -3.567 0.289
H -1.914 7.654 -2.260 0.393
C 2.211 1.632 1.105 -0.250
O 2.907 2.060 0.040 0.160
C 4.144 1.548 -0.324 0.567
O 4.566 0.556 0.359 -0.650
O 4.752 2.129 -1.322 -0.176
C 6.130 1.964 -1.458 -0.717
H 1.225 2.089 0.882 -0.132
H 2.795 2.201 1.848 0.374
H 2.210 0.487 1.121 0.097
H 6.565 2.795 -2.312 0.208
H 6.367 0.973 -1.810 0.299
H 6.637 2.146 -0.484 0.321
C 1.733 -3.722 4.050 -0.608
O 2.006 -4.202 2.852 -0.375
C 2.218 -3.342 1.786 0.813
O 2.079 -2.131 1.933 -0.508
O 2.764 -3.906 0.721 -0.364
C 3.377 -3.061 -0.201 -0.410
H 1.464 -4.468 4.743 0.255
H 0.672 -3.309 3.958 0.178
H 2.474 -3.128 4.517 0.330
H 2.573 -2.323 -0.481 0.035
H 3.706 -3.724 -1.053 0.247
H 4.188 -2.421 -0.204 0.390
C 0.785 1.750 -2.236 -0.772
O 1.671 0.657 -2.517 -0.138
C 1.219 -0.414 -3.173 0.765
O 0.068 -0.484 -3.594 -0.636
O 2.195 -1.383 -3.252 -0.203
C 1.908 -2.641 -3.847 -1.282
H 0.421 1.651 -1.227 -0.112
H -0.057 1.934 -2.842 0.506
H 1.345 2.602 -1.986 0.452
H 2.758 -2.965 -4.348 0.399
H 1.151 -2.594 -4.635 0.426
H 1.561 -3.289 -3.356 0.534
C -4.365 3.199 3.440 -0.588
O -3.513 4.190 2.788 -0.308
C -2.150 4.295 2.977 0.905
O -1.617 3.656 3.909 -0.627
O -1.539 5.123 2.172 -0.253
C -0.193 5.432 2.326 -0.743
H -4.243 3.194 4.579 0.289
H -4.125 2.069 3.408 0.209
H -5.497 3.308 3.010 0.246
H 0.566 4.759 1.997 0.167
H -0.069 5.622 3.401 0.362
H 0.247 6.247 1.814 0.370
C -2.182 3.134 -0.308 0.114
O -1.955 1.852 -0.752 -0.301
C -1.781 0.740 0.030 0.792
O -1.809 0.850 1.250 -0.597
O -1.717 -0.461 -0.591 -0.265
C -0.947 -1.455 0.004 -1.167
H -1.587 3.257 0.350 -0.320
H -3.032 3.752 0.124 0.359
H -1.938 3.952 -1.156 0.047
H -0.823 -2.261 -0.764 -0.084
H -1.345 -1.667 0.848 1.118
H 0.124 -1.284 0.138 0.164
```


(6)
ORCA calculation (ωB97M-V with the def2-TZVPD basis set) on a cluster of 2 separate species, C8H10S2 in total at a distorted geometry.

Results
Gap between HOMO and LUMO ... 9.33 eV
2S+1 ... 1
Energy relative to the best compared isomer or geometry (same formula, charge and spin) ... 242.08 kJ/mol
E_LUMO ... 0.701 eV

The geometry in XYZ format:
```
20
Properties=species:S:1:pos:R:3:mulliken_charge:R:1
C 0.404 -0.520 -2.991 -0.373
C 0.431 0.447 -1.969 -0.627
C 0.420 -1.786 -2.532 -0.506
C 0.683 -0.133 -0.783 0.229
C -1.579 0.969 1.059 -0.567
C -1.293 -0.386 1.543 -0.377
C -0.306 0.678 1.734 -0.231
C 0.971 0.841 1.032 -0.062
S 0.752 -1.802 -0.811 -0.073
S 2.372 0.112 1.816 -0.216
H 0.119 -0.053 -4.057 0.211
H 0.506 1.476 -2.155 0.472
H 0.374 -2.762 -2.942 0.433
H -1.554 1.228 0.053 0.270
H -2.383 1.527 1.634 0.223
H -1.685 -0.814 2.386 0.313
H -1.119 -1.103 0.753 0.056
H -0.252 1.014 2.839 0.385
H 1.458 1.767 0.633 0.290
H 1.682 -0.699 2.757 0.150
```